(1)
A 18-piece molecular cluster, H36O18 overall at a distorted geometry, computed with ωB97M-V/def2-TZVPD.

LUMO level: -0.55 eV
ΔE to the lowest compared entry with this formula, charge and spin: 444.96 kJ/mol
Kohn-Sham gap: 10.16 eV
energy: -1375.817436 Eh
total charge: 0

Atoms and positions in Å:
O -0.8152 -1.0015 -3.0419
H -1.0408 -0.6684 -2.1767
H -0.7546 -0.4519 -3.8248
O 1.4766 -5.0435 2.1272
H 0.9344 -5.8155 2.3268
H 1.1775 -4.8228 1.2369
O -0.6247 1.9426 0.1019
H -1.4187 2.4712 0.0620
H -0.8667 1.0785 0.4597
O -5.3384 -2.2773 -0.8974
H -4.4213 -2.5887 -0.9642
H -5.4555 -2.6024 0.0075
O -2.0811 3.3402 -2.8311
H -1.3424 3.9040 -3.0004
H -1.6567 2.6185 -2.3802
O -0.7449 1.8002 -4.6376
H -0.5292 1.6915 -5.5694
H -1.5286 2.3643 -4.5776
O -4.3087 0.0626 -1.1358
H -3.7791 -0.5929 -1.5991
H -5.0918 -0.4715 -0.8607
O 5.0034 -2.5164 2.7135
H 4.0919 -2.5483 3.0358
H 5.2773 -1.7675 3.2565
O 1.8347 1.0909 -3.8204
H 1.2250 1.2115 -3.0819
H 1.3843 1.6134 -4.4860
O 1.5484 -2.9276 -1.2517
H 1.0673 -2.7150 -2.0637
H 2.4488 -2.7624 -1.5606
O -2.7181 -2.8748 1.7481
H -2.2898 -2.9136 2.6060
H -3.6727 -2.9134 1.7922
O -1.7510 -0.9824 -0.2481
H -2.5723 -0.6198 0.1176
H -1.6390 -1.7985 0.2282
O 0.6688 -0.6515 -0.3532
H 0.5443 -1.6004 -0.5660
H 0.8853 -0.6520 0.5820
O 1.4802 1.5013 1.9717
H 0.7239 1.4609 1.3653
H 1.9861 0.6929 1.8628
O 4.7306 1.1442 4.1475
H 4.7000 0.1994 4.0901
H 3.9635 1.7026 4.2339
O 2.5386 5.2055 0.8526
H 1.9012 5.8286 1.2030
H 1.9999 4.6302 0.2991
O 1.1302 -1.7366 2.4838
H 1.0673 -1.6484 1.5338
H 1.2530 -2.6106 2.8619
O -0.2539 5.1381 1.5187
H -0.8455 5.2501 2.2668
H 0.4986 4.6325 1.8359

Formally, the natural (NBO) partial charges of the atoms, in units of the elementary charge, are as follows: -1.0215, 0.5110, 0.5048, -0.9470, 0.4710, 0.4771, -0.9642, 0.4850, 0.4894, -0.9198, 0.4741, 0.4626, -0.9378, 0.4697, 0.4779, -0.9860, 0.4747, 0.5038, -0.9689, 0.4654, 0.4921, -0.9140, 0.4627, 0.4518, -0.9400, 0.4753, 0.4639, -0.9624, 0.4929, 0.4906, -0.9723, 0.4972, 0.4784, -0.9807, 0.4896, 0.4884, -0.9185, 0.4842, 0.4215, -0.9574, 0.4819, 0.4660, -0.9756, 0.4747, 0.5006, -0.9383, 0.4707, 0.4704, -0.9714, 0.4562, 0.5029, -0.9598, 0.4745, 0.4827

***

(2)
A single C11H23F3O4Si molecule, computed with ωB97M-V/def2-TZVPD.

LUMO level: 0.77 eV
ΔE to the lowest compared entry with this formula, charge and spin: 0.00 kJ/mol
Kohn-Sham gap: 10.48 eV
energy: -1323.009957 Eh
total charge: 0
structure (SMILES): CCOCCO[Si@H](CCCOC)C[C@@H](O)C(F)(F)F

Atoms and positions in Å:
C 3.9693 4.1728 0.1461
C 3.3824 2.8207 -0.1760
O 2.3750 2.5351 0.7751
C 1.7744 1.2739 0.6095
C 0.3714 1.3554 1.1896
O -0.1880 0.0712 1.4044
Si -0.6093 -0.9792 0.1988
C -2.2995 -1.6762 0.5837
C -3.3082 -0.6735 1.1514
C -3.5256 0.5293 0.2447
O -4.0686 0.1160 -1.0014
C -5.4180 0.4759 -1.1935
C 0.6369 -2.4032 0.1883
C 1.5066 -2.5513 -1.0545
O 2.0859 -1.3441 -1.5033
C 2.5892 -3.6037 -0.8469
F 3.3396 -3.3485 0.2487
F 2.0377 -4.8175 -0.6770
F 3.4327 -3.6752 -1.8838
H 4.8158 4.3841 -0.5086
H 4.3168 4.1927 1.1794
H 3.2263 4.9608 0.0192
H 4.1579 2.0419 -0.1412
H 2.9546 2.8091 -1.1873
H 1.7377 0.9939 -0.4515
H 2.3355 0.4961 1.1498
H 0.4318 1.8717 2.1482
H -0.2745 1.9414 0.5262
H -0.6209 -0.2365 -1.0833
H -2.1827 -2.5184 1.2726
H -2.6916 -2.0928 -0.3519
H -2.9676 -0.3195 2.1289
H -4.2780 -1.1578 1.3022
H -4.1744 1.2636 0.7315
H -2.5721 1.0263 0.0296
H -5.5591 1.5580 -1.0854
H -5.6833 0.1853 -2.2081
H -6.0870 -0.0335 -0.4891
H 1.2663 -2.2977 1.0770
H 0.0601 -3.3238 0.3237
H 0.9050 -2.9341 -1.8829
H 2.7995 -1.0890 -0.9031

Formally, the natural (NBO) partial charges of the atoms, in units of the elementary charge, are as follows: -0.6213, -0.0544, -0.5441, -0.0923, -0.0579, -0.8983, 1.6805, -0.9034, -0.4113, -0.0614, -0.5533, -0.2432, -0.9263, 0.0270, -0.6974, 0.9492, -0.3370, -0.3258, -0.3162, 0.2119, 0.2148, 0.2121, 0.1569, 0.1641, 0.1778, 0.1608, 0.1922, 0.1688, -0.2146, 0.2343, 0.2447, 0.2124, 0.2031, 0.1749, 0.1748, 0.1641, 0.1937, 0.1625, 0.2523, 0.2498, 0.2024, 0.4733

***

(3)
A 18-piece molecular cluster, C48H88Br34FIN2O2 overall at a distorted geometry, computed with ωB97M-V/def2-TZVPD.

LUMO level: 0.03 eV
Kohn-Sham gap: 9.55 eV
energy: -90055.780556 Eh
total charge: 0

Atoms and positions in Å:
C 2.7651 2.7750 2.2896
C 3.6765 2.5842 1.0557
C 3.3621 3.4966 -0.1443
F 4.5719 3.7144 -0.7991
C 2.8510 4.8590 0.2327
N 2.5249 5.8178 0.6991
C 2.3974 2.8941 -1.2140
I 3.3157 1.1976 -2.2144
C 2.2660 3.9454 -2.2903
N 2.1115 4.7455 -3.0510
C 0.9516 2.6059 -0.7112
C 0.7152 1.1808 -0.1633
C -0.6756 0.9657 0.5292
C -1.8731 1.7420 -0.1034
C -2.3140 2.8750 0.9009
C -2.1436 4.2786 0.2696
O -2.2279 5.2676 1.3195
C -1.1208 6.0639 1.3919
C -0.6100 6.8819 0.2068
O -0.5328 6.0968 2.4098
H 1.8172 2.2274 2.2065
H 3.2876 2.2989 3.1410
H 2.5999 3.8218 2.5806
H 3.5204 1.5502 0.7021
H 4.7413 2.6529 1.3117
H 0.2914 2.7136 -1.5870
H 0.6200 3.3957 -0.0133
H 0.7946 0.4070 -0.9414
H 1.4818 0.9085 0.5830
H -0.5909 1.1417 1.6067
H -0.8966 -0.1090 0.4008
H -2.7182 1.0388 -0.1748
H -1.6978 2.1079 -1.1221
H -3.3963 2.7580 1.0752
H -1.8406 2.8141 1.8891
H -1.2469 4.3694 -0.3584
H -3.0185 4.4242 -0.3897
H -1.4018 7.3918 -0.3584
H 0.0084 6.2384 -0.4350
H 0.0509 7.6570 0.6096
Br -0.5574 -0.7380 -5.8827
C 0.1079 0.8391 -6.8117
C 0.3563 1.9837 -5.8683
Br -1.3165 2.8393 -5.3485
H -0.6179 1.0776 -7.5845
H 1.0385 0.5172 -7.2784
H 0.9360 2.7665 -6.3556
H 0.8591 1.6821 -4.9539
Br 3.1319 -1.7908 -7.6287
C 2.6842 -3.5925 -8.2258
C 1.9759 -4.3917 -7.1633
Br 3.2286 -5.0421 -5.8210
H 3.6105 -4.0564 -8.5498
H 2.0368 -3.4412 -9.0886
H 1.5345 -5.2914 -7.5954
H 1.2047 -3.8324 -6.6389
Br -4.5503 -0.0210 2.1701
C -6.4965 -0.0096 2.0755
C -7.0130 1.3050 1.5558
Br -6.9364 2.6892 2.9224
H -6.8625 -0.2512 3.0695
H -6.7533 -0.8168 1.3929
H -8.0674 1.2291 1.2886
H -6.4540 1.6741 0.7009
Br 6.8759 1.8807 4.0423
C 5.8503 2.3739 5.6238
C 5.4368 1.1589 6.4094
Br 3.9407 0.2429 5.5592
H 5.0064 2.9675 5.2825
H 6.5177 3.0023 6.2111
H 5.0718 1.4449 7.3947
H 6.2332 0.4292 6.5218
Br 3.9163 -2.8272 -2.2556
C 5.2743 -4.2176 -2.1679
C 4.6506 -5.5779 -2.3035
Br 3.7588 -6.0998 -0.6547
H 5.8065 -4.0821 -1.2300
H 5.9524 -4.0191 -2.9967
H 5.4111 -6.3376 -2.4774
H 3.9053 -5.6280 -3.0934
Br -8.0533 3.1105 -1.6591
C -9.8578 2.4618 -2.0026
C -10.8047 2.8576 -0.9033
Br -10.5664 1.7470 0.6829
H -9.7858 1.3875 -2.1369
H -10.1521 2.9246 -2.9435
H -11.8332 2.6955 -1.2081
H -10.6836 3.8895 -0.5855
Br 0.9242 2.9423 7.5108
C 1.1856 3.7594 5.7584
C -0.0375 3.6256 4.8961
Br -0.2064 1.8251 4.1702
H 2.0686 3.2962 5.3239
H 1.3874 4.8120 5.9592
H 0.0375 4.2774 4.0254
H -0.9616 3.8405 5.4246
Br 6.4620 -1.4176 8.9689
C 4.6816 -2.0736 8.5171
C 3.6548 -1.6117 9.5137
Br 3.7558 -2.6378 11.1661
H 4.7525 -3.1546 8.4459
H 4.4697 -1.6620 7.5315
H 2.6503 -1.7843 9.1317
H 3.7630 -0.5650 9.7836
Br 1.0616 10.1925 7.1103
C 0.4122 8.4370 7.6453
C 1.2494 7.3354 7.0517
Br 0.8344 7.0624 5.1674
H -0.6319 8.3827 7.3512
H 0.4819 8.4265 8.7317
H 1.0259 6.3839 7.5354
H 2.3165 7.5291 7.1163
Br 5.3247 -0.7787 2.0781
C 6.6945 -2.1501 2.2157
C 6.0992 -3.5275 2.0984
Br 5.2049 -4.0555 3.7470
H 7.2136 -1.9861 3.1561
H 7.3784 -1.9557 1.3905
H 6.8806 -4.2710 1.9463
H 5.3645 -3.6104 1.3010
Br -9.5847 -2.0477 1.2632
C -9.5880 -3.2639 -0.2593
C -8.8952 -2.6677 -1.4547
Br -10.0225 -1.3554 -2.3450
H -10.6250 -3.5211 -0.4544
H -9.0564 -4.1486 0.0871
H -8.7033 -3.4324 -2.2053
H -7.9633 -2.1688 -1.2039
Br 9.4119 -2.3760 -1.0920
C 11.1975 -2.1389 -0.3482
C 11.2581 -2.5933 1.0856
Br 10.4376 -1.2907 2.2761
H 11.4562 -1.0917 -0.4745
H 11.8495 -2.7489 -0.9710
H 12.2910 -2.6748 1.4197
H 10.7515 -3.5393 1.2534
Br 3.1671 -5.6543 -11.3441
C 1.3869 -6.2634 -11.8427
C 0.3385 -5.7381 -10.8978
Br 0.3443 -6.7144 -9.2129
H 1.4229 -7.3484 -11.8777
H 1.2244 -5.8754 -12.8468
H -0.6577 -5.8891 -11.3103
H 0.4693 -4.6869 -10.6539
Br -0.8675 -2.7553 -8.5945
C -2.7735 -2.6961 -8.9988
C -3.1494 -1.4384 -9.7393
Br -3.2317 0.1004 -8.5512
H -3.2983 -2.8088 -8.0541
H -2.9578 -3.5712 -9.6199
H -4.1513 -1.5275 -10.1559
H -2.4510 -1.1877 -10.5326
Br -11.9273 6.5626 1.4435
C -13.7997 6.0539 1.2884
C -13.9445 4.6754 0.7025
Br -13.6441 4.6882 -1.2219
H -14.2892 6.8220 0.6966
H -14.1885 6.0792 2.3048
H -14.9613 4.3081 0.8297
H -13.2476 3.9567 1.1270
Br 0.4963 -5.0514 -2.9206
C -0.3407 -6.7597 -2.5189
C 0.4907 -7.9078 -3.0259
Br 0.3126 -8.1188 -4.9549
H -1.3387 -6.7329 -2.9471
H -0.4164 -6.7925 -1.4331
H 0.1430 -8.8489 -2.6032
H 1.5504 -7.7893 -2.8168
Br 1.9548 -4.2082 6.9666
C 3.3233 -5.5861 7.1154
C 2.7322 -6.9651 6.9952
Br 1.8289 -7.4983 8.6352
H 3.8358 -5.4224 8.0597
H 4.0120 -5.3932 6.2937
H 3.5168 -7.7052 6.8482
H 2.0052 -7.0473 6.1925

These are the Löwdin partial charges, in e, on atoms 1 to 99: -0.0836, -0.1599, -0.4691, -0.0079, -0.1354, 0.2452, -0.6783, 1.0337, -0.3229, 0.2039, -0.1922, -0.2240, -0.1847, -0.1728, -0.1555, -0.1711, -0.0098, -0.5363, 0.0092, 0.0715, 0.0214, 0.0496, 0.0769, 0.0565, 0.1151, 0.1112, 0.1210, 0.0732, 0.0894, 0.0151, 0.1094, 0.0746, 0.1018, 0.0857, 0.0748, 0.0982, 0.1329, 0.0908, 0.0647, 0.0869, 0.5505, -0.6874, -0.6843, 0.5894, 0.0048, 0.0254, 0.0629, 0.0286, 0.6259, -0.7267, -0.7224, 0.6219, 0.0314, 0.0060, -0.0608, 0.0254, 0.6439, -0.7080, -0.7311, 0.6031, 0.0515, 0.0144, -0.0510, 0.0237, 0.6067, -0.6758, -0.6792, 0.6302, 0.0409, 0.0599, 0.0583, 0.0213, 0.5784, -0.6835, -0.6972, 0.6052, 0.0337, 0.0629, 0.0630, -0.0200, 0.6406, -0.6827, -0.7166, 0.6467, -0.0350, 0.0624, -0.0116, 0.0303, 0.5955, -0.7220, -0.6676, 0.7092, 0.0294, -0.0513, 0.0239, 0.0607, 0.6250, -0.7117, -0.6980

***

(4)
A single C2H4N6 molecule at a distorted geometry, computed with ωB97M-V/def2-TZVPD.

LUMO level: -0.75 eV
ΔE to the lowest compared entry with this formula, charge and spin: 317.14 kJ/mol
Kohn-Sham gap: 8.91 eV
energy: -406.996118 Eh
total charge: 0
structure (SMILES): [H]/N=c1\nn[nH]/c(=N/[H])[nH]1

Atoms and positions in Å:
C 1.3486 -0.1715 -0.2140
C -1.2362 -0.0401 -0.0165
H 3.1664 -0.6082 -0.1619
H -1.5644 2.1608 -0.4094
H -2.5025 -1.6144 0.4949
H -0.2498 -1.6811 0.2521
N 2.2177 -1.0752 -0.0199
N 1.5033 1.0918 0.1571
N 0.5319 1.8275 0.1985
N -0.8761 1.3140 -0.2575
N -2.3292 -0.5887 0.0602
N -0.0098 -0.6149 -0.0836

Formally, the natural (NBO) partial charges of the atoms, in units of the elementary charge, are as follows: 0.4825, 0.5714, 0.3537, 0.4267, 0.3871, 0.4132, -0.5807, -0.2083, 0.1167, -0.5551, -0.7600, -0.6472

***

Question: What is the Kohn-Sham gap in the fourth record?
Answer: 8.91 eV

***

Question: What is the formula in the fourth record?
Answer: C2H4N6